C32H17BrCl48O2 | ωB97M-V/def2-TZVPD

Geometry as XYZ:
```
100
Properties=species:S:1:pos:R:3:lowdin_charge:R:1
C 3.635 5.797 2.599 -0.105
C 4.297 5.473 1.192 -0.276
C 3.444 4.493 0.318 -0.618
Br 4.031 4.436 -1.592 0.681
C 3.256 3.073 0.933 -0.159
C 1.974 2.708 1.512 0.033
C 1.657 1.392 2.083 -0.153
C 0.236 1.031 2.663 -0.096
C -0.815 1.743 1.715 -0.195
C -1.884 2.535 2.342 -0.052
C -2.892 3.258 1.527 -0.239
C -2.744 3.145 0.060 -0.220
C -1.698 2.350 -0.561 -0.076
C -0.727 1.634 0.244 -0.038
C 2.722 0.388 2.093 0.033
C 4.012 0.747 1.512 -0.046
C 4.320 2.060 0.922 -0.015
C 5.728 2.254 0.320 -0.324
O 6.331 3.299 0.228 0.053
C 6.476 0.968 -0.176 -0.101
C 6.198 -0.227 0.398 0.014
C 5.129 -0.340 1.531 -0.336
O 5.207 -1.251 2.330 0.016
H 4.294 6.590 3.057 0.078
H 3.691 4.910 3.281 0.076
H 2.605 6.221 2.490 0.075
H 5.339 5.129 1.400 0.099
H 4.393 6.435 0.611 0.106
H 2.409 4.939 0.268 0.092
H 1.157 3.470 1.522 0.126
H 0.098 1.459 3.692 0.068
H 0.081 -0.085 2.657 0.112
H -1.929 2.605 3.463 0.052
H -3.705 3.870 1.981 0.098
H -3.448 3.685 -0.614 0.101
H -1.616 2.300 -1.668 0.096
H 0.104 1.024 -0.182 0.053
H 2.513 -0.626 2.508 0.081
H 7.261 1.137 -0.982 -0.007
H 6.756 -1.127 0.055 0.123
C 7.293 1.027 -4.441 -1.976
Cl 8.384 2.421 -4.465 0.519
Cl 8.064 -0.346 -5.257 0.497
Cl 6.936 0.587 -2.753 0.644
Cl 5.785 1.441 -5.274 0.534
C 5.487 -3.918 -5.757 -2.026
Cl 6.139 -5.397 -5.029 0.524
Cl 5.969 -2.520 -4.784 0.483
Cl 6.118 -3.743 -7.404 0.528
Cl 3.718 -4.014 -5.808 0.502
C -5.923 0.513 0.663 -1.959
Cl -5.506 -1.051 1.392 0.484
Cl -4.563 1.652 0.904 0.704
Cl -6.217 0.305 -1.074 0.518
Cl -7.384 1.156 1.440 0.488
C 1.869 -4.089 1.125 -1.999
Cl 2.270 -5.634 1.894 0.506
Cl 3.191 -2.936 1.385 0.583
Cl 1.634 -4.343 -0.613 0.515
Cl 0.376 -3.442 1.837 0.520
C 0.509 -0.777 -3.352 -2.023
Cl 0.512 -1.134 -1.617 0.526
Cl 0.870 0.942 -3.598 0.526
Cl 1.741 -1.765 -4.154 0.501
Cl -1.084 -1.150 -4.033 0.529
C -9.328 0.872 5.306 -2.040
Cl -9.266 0.490 7.036 0.518
Cl -8.970 2.593 5.068 0.515
Cl -8.129 -0.103 4.441 0.490
Cl -10.946 0.513 4.678 0.521
C 10.965 5.819 -3.525 -2.041
Cl 10.020 4.904 -2.337 0.509
Cl 10.690 5.149 -5.145 0.503
Cl 10.464 7.518 -3.497 0.519
Cl 12.688 5.704 -3.124 0.518
C -2.194 -0.075 6.069 -2.028
Cl -2.873 -0.175 7.702 0.531
Cl -1.486 1.534 5.822 0.556
Cl -0.935 -1.308 5.875 0.525
Cl -3.473 -0.345 4.883 0.525
C -8.892 -3.353 -0.253 -1.968
Cl -10.670 -3.353 -0.264 0.472
Cl -8.307 -4.675 0.772 0.528
Cl -8.277 -3.573 -1.903 0.501
Cl -8.311 -1.809 0.388 0.493
C -12.055 -2.451 -4.418 -2.013
Cl -12.815 -3.932 -5.029 0.512
Cl -13.226 -1.120 -4.472 0.521
Cl -11.522 -2.706 -2.745 0.430
Cl -10.654 -2.046 -5.428 0.519
C 5.870 -7.136 1.002 -2.030
Cl 4.952 -8.000 2.249 0.510
Cl 5.547 -7.866 -0.581 0.517
Cl 5.379 -5.435 0.978 0.489
Cl 7.602 -7.248 1.361 0.522
C -11.185 -7.016 -1.973 -2.021
Cl -10.362 -7.375 -0.446 0.514
Cl -11.393 -8.515 -2.897 0.525
Cl -12.774 -6.305 -1.635 0.514
Cl -10.217 -5.870 -2.915 0.482
```



C25H39BBr36NO5P | ωB97M-V/def2-TZVPD

Geometry as XYZ:
```
108
Properties=species:S:1:pos:R:3:lowdin_charge:R:1
C 4.328 -0.412 1.909 -0.140
C 4.152 0.786 0.852 -0.232
C 3.006 1.856 1.302 -0.169
O 2.019 1.856 0.237 -0.175
C 0.652 1.935 0.750 -0.208
C 0.445 3.508 0.985 -0.228
P -0.887 4.103 2.225 0.898
N -2.513 3.849 1.510 -0.174
O -0.799 3.153 3.689 -0.344
C -0.304 3.832 -0.420 -0.393
O -0.308 4.929 -1.055 -0.271
O -0.945 2.625 -0.870 -0.021
C -0.181 1.399 -0.540 -0.191
B 0.724 1.202 -1.904 -0.313
C 1.373 -0.248 -2.353 -0.035
O 0.978 2.292 -2.834 0.087
C -1.084 0.108 -0.138 -0.233
C -0.207 -1.105 0.465 -0.051
C -2.212 0.464 0.967 -0.183
C -3.448 -0.556 0.989 -0.204
C -3.199 -1.898 1.850 -0.349
H 4.885 -1.296 1.442 0.036
H 3.309 -0.739 2.326 0.077
H 4.980 -0.054 2.793 0.082
H 5.167 1.305 0.656 0.104
H 3.880 0.295 -0.159 0.062
H 3.521 2.890 1.265 0.127
H 2.591 1.647 2.344 0.136
H 0.417 1.414 1.751 0.152
H 1.368 4.159 1.194 0.098
H -2.767 4.645 0.908 -0.033
H -3.210 3.672 2.246 0.043
H -1.580 2.542 3.605 0.018
H 2.208 -0.075 -3.112 0.074
H 0.500 -0.819 -2.858 0.093
H 1.781 -0.811 -1.446 0.015
H 1.256 1.910 -3.702 0.106
H -1.616 -0.198 -1.119 0.153
H -0.329 -1.989 -0.269 0.100
H -0.522 -1.445 1.507 0.079
H 0.886 -0.766 0.523 0.075
H -1.687 0.560 1.988 0.103
H -2.634 1.492 0.659 0.096
H -4.337 0.002 1.477 0.109
H -3.816 -0.848 -0.064 0.120
H -2.551 -1.731 2.787 0.031
H -4.205 -2.287 2.228 0.000
H -2.741 -2.734 1.205 0.017
C 0.265 8.295 1.761 -1.579
Br 0.683 7.061 3.192 0.537
Br -1.200 7.690 0.620 0.541
Br -0.059 10.083 2.445 0.550
H 1.151 8.354 1.130 -0.062
C 4.159 7.160 -0.830 -1.601
Br 4.571 7.905 0.914 0.559
Br 2.547 6.084 -0.789 0.652
Br 4.074 8.532 -2.198 0.567
H 4.980 6.496 -1.095 -0.029
C -2.002 -1.794 6.605 -1.586
Br -2.514 -3.300 5.492 0.526
Br -0.290 -2.084 7.470 0.567
Br -2.036 -0.125 5.617 0.568
H -2.747 -1.712 7.395 -0.025
C 5.554 -2.934 -1.666 -1.577
Br 6.118 -1.109 -1.333 0.629
Br 3.671 -3.190 -1.280 0.592
Br 6.006 -3.512 -3.462 0.524
H 6.110 -3.570 -0.978 -0.039
C -3.947 -6.020 2.452 -1.542
Br -3.399 -4.182 2.765 0.692
Br -5.826 -6.285 2.854 0.547
Br -3.501 -6.609 0.658 0.574
H -3.383 -6.646 3.141 -0.109
C -4.333 6.053 -1.616 -1.542
Br -4.923 4.992 -3.130 0.568
Br -2.414 5.912 -1.341 0.719
Br -4.909 7.901 -1.762 0.525
H -4.813 5.638 -0.730 -0.028
C -4.089 11.265 -4.212 -1.603
Br -4.327 9.975 -5.640 0.559
Br -5.393 11.022 -2.797 0.521
Br -2.274 11.255 -3.526 0.563
H -4.263 12.251 -4.639 -0.029
C -8.499 -4.531 5.423 -1.600
Br -9.022 -6.043 4.325 0.540
Br -6.784 -4.821 6.283 0.533
Br -8.532 -2.870 4.423 0.562
H -9.241 -4.442 6.215 -0.028
C -1.584 -8.193 5.750 -1.591
Br -2.216 -10.013 5.526 0.574
Br -0.920 -7.450 4.085 0.603
Br -2.932 -7.057 6.559 0.552
H -0.743 -8.230 6.440 -0.026
C 5.167 -4.683 -7.475 -1.581
Br 4.961 -5.919 -8.954 0.576
Br 3.813 -4.958 -6.113 0.561
Br 6.960 -4.738 -6.734 0.553
H 5.018 -3.680 -7.874 -0.020
C 0.492 -6.228 -8.150 -1.627
Br 0.597 -8.024 -8.875 0.554
Br 0.514 -4.884 -9.548 0.546
Br -1.031 -6.014 -6.969 0.556
H 1.387 -6.075 -7.547 -0.088
C 7.811 -7.184 -3.281 -1.624
Br 6.193 -8.090 -3.847 0.552
Br 7.709 -6.618 -1.428 0.552
Br 9.394 -8.251 -3.623 0.567
H 7.899 -6.281 -3.885 -0.065
```



70
Properties=species:S:1:pos:R:3:nbo_charge:R:1 method="wB97M-V/def2-TZVPD" relative_energy_kj_mol=0.00
Pd -0.177 -1.013 0.168 0.633
S -1.682 -2.159 -1.255 -0.117
C -2.514 -2.156 0.241 -0.094
N -1.954 -1.461 1.199 -0.559
C -2.607 -1.589 2.409 0.202
C -2.245 -0.984 3.610 -0.248
C -3.032 -1.209 4.724 -0.196
C -4.168 -2.020 4.653 -0.227
C -4.535 -2.624 3.464 -0.208
C -3.744 -2.406 2.343 -0.247
S -3.938 -3.031 0.724 0.404
H -1.364 -0.357 3.647 0.234
H -2.765 -0.749 5.666 0.214
H -4.768 -2.180 5.539 0.215
H -5.414 -3.252 3.409 0.221
N 1.353 -0.609 -1.050 -1.378
P 2.079 -1.746 -1.820 1.772
C 2.645 -3.206 -0.869 -0.397
C 2.727 -3.071 0.514 -0.197
C 3.199 -4.113 1.300 -0.202
C 3.595 -5.303 0.710 -0.221
C 3.513 -5.451 -0.669 -0.163
C 3.041 -4.410 -1.453 -0.220
C 3.622 -1.067 -2.530 -0.404
C 4.522 -1.840 -3.259 -0.122
C 5.677 -1.274 -3.777 -0.234
C 5.943 0.074 -3.575 -0.205
C 5.050 0.852 -2.853 -0.216
C 3.897 0.280 -2.333 -0.197
C 1.266 -2.487 -3.282 -0.440
C 0.502 -3.648 -3.188 -0.180
C -0.211 -4.114 -4.283 -0.216
C -0.170 -3.422 -5.485 -0.198
C 0.582 -2.260 -5.588 -0.238
C 1.292 -1.795 -4.492 -0.119
H 2.407 -2.142 0.973 0.238
H 3.252 -3.994 2.375 0.213
H 3.959 -6.119 1.321 0.212
H 3.810 -6.382 -1.134 0.205
H 2.958 -4.549 -2.523 0.218
H 4.323 -2.890 -3.431 0.208
H 6.370 -1.885 -4.340 0.214
H 6.845 0.515 -3.981 0.213
H 5.253 1.905 -2.698 0.206
H 3.184 0.855 -1.757 0.234
H 0.450 -4.186 -2.250 0.230
H -0.807 -5.013 -4.193 0.215
H -0.726 -3.786 -6.339 0.212
H 0.614 -1.714 -6.523 0.212
H 1.873 -0.884 -4.577 0.209
C 0.699 2.645 -1.156 -0.405
N 0.535 2.228 0.234 -0.447
C -0.856 2.187 0.659 -0.411
C 1.468 1.469 0.843 0.448
S 1.037 0.154 1.862 -0.202
N 2.757 1.791 0.682 -0.431
C 3.204 3.137 0.359 -0.408
C 3.813 0.834 0.991 -0.413
H -0.104 2.193 -1.741 0.224
H 1.631 2.265 -1.555 0.223
H 0.655 3.731 -1.259 0.192
H -1.313 3.143 0.399 0.201
H -0.917 2.034 1.732 0.229
H -1.399 1.381 0.156 0.215
H 2.394 3.844 0.505 0.220
H 3.568 3.213 -0.668 0.201
H 4.022 3.397 1.033 0.210
H 3.493 -0.161 0.694 0.250
H 4.058 0.842 2.055 0.205
H 4.696 1.109 0.414 0.207



19
Properties=species:S:1:pos:R:3:nbo_charge:R:1 method="wB97M-V/def2-TZVPD" relative_energy_kj_mol=330.54
C 1.408 -0.092 0.502 0.412
C -1.553 0.226 0.376 -0.326
C -0.534 -0.722 -1.683 -0.418
N -0.361 0.006 -0.447 -0.466
N 1.733 -1.408 0.715 -0.801
N 1.276 0.746 1.543 -0.822
C -1.054 1.503 -0.237 0.344
O -0.374 2.394 0.390 -0.801
H 1.857 0.344 -0.382 0.196
H 0.950 0.334 2.408 0.364
H 0.721 1.624 1.239 0.459
H 1.810 -1.979 -0.111 0.390
H 1.254 -1.872 1.473 0.381
H -1.390 0.110 1.447 0.193
H -2.472 -0.232 0.015 0.195
H -1.547 1.773 -1.182 0.128
H -0.743 -1.784 -1.498 0.181
H 0.378 -0.644 -2.282 0.195
H -1.359 -0.324 -2.287 0.195



20
Properties=species:S:1:pos:R:3:nbo_charge:R:1 method="wB97M-V/def2-TZVPD" relative_energy_kj_mol=219.19 smiles="CC(C)=CN.C=C"
C 0.775 0.560 -1.645 -0.655
C 0.636 0.361 -0.152 -0.091
C 1.033 1.543 0.697 -0.620
C 0.685 -0.896 0.391 -0.031
N 0.768 -2.077 -0.375 -0.831
H 1.760 0.242 -2.000 0.206
H 0.032 -0.030 -2.179 0.223
H 0.659 1.610 -1.902 0.219
H 1.044 1.288 1.759 0.213
H 2.020 1.927 0.422 0.209
H 0.311 2.352 0.560 0.205
H 0.976 -1.001 1.431 0.199
H 1.141 -2.865 0.135 0.377
H 1.234 -1.970 -1.263 0.372
C -2.244 -0.776 0.948 -0.395
C -2.330 0.386 0.375 -0.404
H -2.945 -1.244 1.621 0.196
H -1.179 -1.254 0.803 0.206
H -1.306 0.687 -0.143 0.204
H -3.068 1.155 0.518 0.197



Record-wise E values, in Eh: -26042.98491 -94437.36541 -3044.65386 -398.42827 -291.07526
Record-wise gap between HOMO and LUMO values, in Eh: 0.2874 0.2657 0.2846 0.3083 0.3208